Entry 1:
Computed, not measured: a molecular structure, C24H24Cl2FeN4O4S, with the ωB97M-V functional and the def2-TZVPD basis.

Net charge ... +1
ΔE to the lowest compared entry with this formula, charge and spin ... 0.0 kJ/mol
Frontier orbital gap (spin up / spin down) ... 8.0 / 7.0 eV
E_LUMO (spin up / spin down) ... -3.12 / -4.16 eV
Expectation value of S² ... 8.76
HOMO energy (spin up / spin down) ... -11.121 / -11.127 eV
Calculated total energy ... -4031.0790 Ha
2S+1 ... 6

Last column: Löwdin spin population.
Positions of all 60 atoms, in Å:
Fe 0.538 -1.468 0.713  4.166
C 0.800 4.783 -3.291  0.000
C 1.070 3.823 -2.168  0.001
C 1.668 2.589 -2.404  0.000
C 1.907 1.698 -1.369  0.001
C 1.548 2.053 -0.078  0.001
C 0.977 3.292 0.191  0.001
C 0.735 4.162 -0.855  0.000
S 1.757 0.925 1.253  0.013
O 2.434 1.581 2.321  0.016
O 2.339 -0.310 0.638  0.086
N 0.347 0.305 1.618  0.092
C -0.661 0.570 2.522  0.003
C -0.869 1.682 3.293  0.013
C -1.992 1.742 4.150  -0.001
C -2.885 0.713 4.237  0.010
C -2.686 -0.457 3.462  0.001
C -3.535 -1.585 3.499  0.005
C -3.250 -2.682 2.734  0.002
C -2.107 -2.667 1.921  0.012
N -1.297 -1.631 1.854  0.076
C -1.572 -0.523 2.611  0.005
H 1.154 4.392 -4.243  0.000
H 1.293 5.738 -3.109  0.000
H -0.269 4.983 -3.380  0.000
H 1.957 2.321 -3.414  0.000
H 2.383 0.746 -1.556  0.000
H 0.739 3.577 1.208  0.000
H 0.292 5.129 -0.652  0.000
H -0.166 2.504 3.263  0.001
H -2.135 2.629 4.752  0.000
H -3.739 0.771 4.898  0.001
H -4.407 -1.571 4.141  0.000
H -3.879 -3.560 2.748  0.000
H -1.844 -3.525 1.312  0.000
N 0.891 -2.349 -4.872  0.000
C 0.166 -1.206 -4.845  0.000
O -0.114 -0.580 -5.844  0.000
C -0.297 -0.705 -3.498  0.002
C -1.173 0.376 -3.491  0.001
C -1.611 0.890 -2.284  0.002
C -1.139 0.325 -1.114  0.007
N -0.296 -0.712 -1.114  0.070
C 0.105 -1.226 -2.282  0.006
H 1.200 -2.680 -5.770  0.000
H 1.096 -2.900 -4.061  0.000
H -1.486 0.789 -4.441  0.000
H -2.294 1.726 -2.239  0.000
H -1.425 0.714 -0.145  0.000
H 0.786 -2.063 -2.195  0.000
Cl 3.575 -0.897 4.241  0.000
C 3.241 -2.282 3.233  0.001
Cl 1.481 -2.629 3.113  0.028
H 3.688 -3.163 3.675  0.001
H 3.598 -2.105 2.226  0.000
C 0.666 -4.457 -0.233  0.040
O 0.807 -3.102 0.070  0.313
H -0.280 -4.641 -0.751  0.007
H 0.689 -5.062 0.678  0.007
H 1.484 -4.789 -0.877  0.007

Entry 2:
Computed, not measured: 5 unconnected molecules or ions with the total composition C5H17O5 at a distorted geometry, with the ωB97M-V functional and the def2-TZVPD basis.

Net charge ... -1
ΔE to the lowest compared entry with this formula, charge and spin ... 285.3 kJ/mol
Frontier orbital gap ... 8.2 eV
E_LUMO ... 3.59 eV
HOMO energy ... -4.628 eV
Calculated total energy ... -576.8167 Ha

Last column: natural (NBO) charge in e.
Positions of all 27 atoms, in Å:
C -0.243 0.359 -0.065  -0.040
O -1.360 1.041 -0.002  -0.883
C 1.117 1.273 -0.095  -0.470
C 1.998 0.539 0.932  -0.467
C 2.253 -0.899 0.461  -0.138
C 3.029 -1.772 1.130  -0.452
H -0.256 -0.235 -1.086  0.125
H -0.094 -0.470 0.766  0.100
H 1.620 1.440 -1.066  0.186
H 0.839 2.341 0.183  0.255
H 1.330 0.667 1.871  0.219
H 3.017 0.922 1.079  0.199
H 1.918 -1.213 -0.553  0.205
H 3.567 -1.512 1.986  0.182
H 3.414 -2.585 0.429  0.187
H -1.911 -2.030 1.017  0.463
H -1.689 -0.647 1.583  0.491
O -2.092 -1.593 1.854  -0.956
H -1.390 3.852 0.508  0.444
H -1.102 2.394 -0.184  0.492
O -0.874 3.377 -0.222  -1.034
H -1.965 -0.863 -2.837  0.472
H -1.664 -2.006 -1.778  0.497
O -1.614 -1.766 -2.790  -0.986
H -2.102 -0.083 -0.396  0.493
H -3.057 0.014 -1.645  0.446
O -2.688 -0.544 -1.081  -1.031

Entry 3:
Computed, not measured: 12 unconnected molecules or ions with the total composition C49H118N4O17 at a distorted geometry, with the ωB97M-V functional and the def2-TZVPD basis.

Net charge ... 0
ΔE to the lowest compared entry with this formula, charge and spin ... 121.8 kJ/mol
SMILES ... CC1(C)CCCC(C)(C)N1O.CC1(C)CCCC(C)(C)N1O.CC1(C)CCCC(C)(C)N1O.CC1(C)CCCC(C)(C)N1O.OCCO.OCCO.OCCO.OCCO.OCCO.CO.CO.CO
Frontier orbital gap ... 8.5 eV
E_LUMO ... 0.41 eV
HOMO energy ... -8.082 eV
Calculated total energy ... -3435.5320 Ha

Last column: Mulliken charge in e.
Positions of all 188 atoms, in Å:
C -5.693 -0.514 -1.497  -1.686
C -5.737 -1.212 -0.082  2.149
C -6.721 -2.359 -0.102  -2.024
C -4.352 -1.759 0.244  -1.353
C -3.264 -0.724 0.474  1.358
C -3.762 0.204 1.632  -1.615
C -5.157 0.748 1.370  2.250
C -5.525 1.340 2.697  -1.221
C -5.152 1.771 0.269  -1.348
N -6.093 -0.328 1.066  0.019
O -7.402 0.224 0.794  -0.506
H -6.651 -0.004 -1.778  0.342
H -4.855 0.081 -1.577  0.257
H -5.716 -1.262 -2.289  0.421
H -6.383 -3.063 -0.856  0.376
H -6.660 -2.829 0.881  0.406
H -7.703 -1.986 -0.367  0.451
H -4.563 -2.189 1.243  0.297
H -4.080 -2.567 -0.467  0.245
H -2.362 -1.221 0.866  -0.107
H -3.092 -0.102 -0.450  -0.877
H -3.055 1.070 1.755  -0.141
H -3.911 -0.437 2.538  0.434
H -4.806 2.198 2.955  -0.053
H -5.346 0.628 3.502  0.431
H -6.551 1.660 2.749  0.553
H -6.103 1.886 -0.219  0.293
H -4.447 1.635 -0.556  -0.256
H -4.836 2.792 0.516  0.367
H -7.696 0.410 1.699  0.438
C -1.122 3.109 -0.836  1.000
C -1.297 3.375 -2.397  2.071
C -2.304 2.394 -2.882  -1.748
C -1.847 4.774 -2.743  -1.345
C -0.932 5.947 -2.536  -0.242
C 0.415 5.694 -3.252  -1.251
C 1.014 4.285 -2.905  1.502
C 2.122 3.979 -3.985  -1.804
C 1.719 4.346 -1.493  -0.792
N -0.054 3.313 -3.188  -0.308
O 0.604 2.014 -2.815  -0.072
H -2.198 2.910 -0.400  0.089
H -0.586 2.173 -0.565  -1.156
H -0.809 3.953 -0.330  -0.102
H -1.991 1.334 -2.785  -0.275
H -3.171 2.487 -2.300  0.514
H -2.509 2.578 -3.963  0.572
H -2.196 4.806 -3.795  0.377
H -2.817 4.949 -2.220  0.326
H -1.323 6.837 -2.864  0.633
H -0.704 6.026 -1.450  -0.163
H 1.125 6.503 -2.917  0.373
H 0.343 5.765 -4.394  0.335
H 2.822 4.801 -3.925  0.545
H 1.846 3.845 -5.041  0.374
H 2.620 3.090 -3.624  0.107
H 1.901 3.239 -1.151  -0.324
H 1.142 4.787 -0.657  -0.318
H 2.581 4.948 -1.653  0.938
H 0.725 1.690 -3.712  0.206
C -1.558 4.330 5.772  -1.926
C -1.354 5.154 4.536  2.032
C -2.210 4.463 3.408  -2.199
C -1.916 6.566 4.702  -1.187
C -1.327 7.545 3.744  -0.597
C 0.206 7.506 3.763  -1.440
C 0.818 6.121 3.474  2.089
C 0.711 5.818 2.006  -1.473
C 2.306 6.186 3.855  -2.196
N 0.135 5.143 4.368  0.317
O 0.656 3.875 4.232  -0.500
H -1.022 3.395 5.619  0.334
H -1.024 4.891 6.533  0.522
H -2.622 4.067 6.019  0.282
H -2.273 5.129 2.570  0.433
H -1.910 3.457 3.178  0.306
H -3.168 4.348 3.781  0.691
H -3.001 6.571 4.644  0.336
H -1.703 6.838 5.760  0.331
H -1.641 7.329 2.737  0.322
H -1.661 8.545 3.923  0.430
H 0.553 7.716 4.784  0.411
H 0.762 8.221 3.109  0.387
H 1.384 6.442 1.453  0.714
H -0.277 5.991 1.562  0.153
H 1.027 4.748 1.789  0.086
H 2.361 6.429 4.954  0.473
H 2.840 7.054 3.378  0.337
H 2.810 5.238 3.702  0.340
H 0.445 3.487 3.370  0.441
C -0.138 -4.250 2.073  -1.428
C -1.367 -5.023 1.474  1.928
C -2.599 -4.681 2.316  -1.786
C -1.602 -4.619 0.019  0.409
C -0.538 -5.196 -0.858  0.955
C -0.606 -6.720 -0.721  -2.136
C -0.230 -7.185 0.682  1.912
C -0.438 -8.758 0.771  -1.992
C 1.290 -6.921 0.949  -1.203
N -1.208 -6.499 1.555  0.039
O -0.831 -6.903 2.923  -0.501
H -0.399 -3.253 2.445  0.376
H 0.094 -4.942 2.904  0.470
H 0.649 -4.313 1.346  0.073
H -2.418 -5.030 3.341  0.482
H -2.807 -3.576 2.481  0.031
H -3.483 -5.203 1.956  0.497
H -2.584 -4.988 -0.275  0.649
H -1.624 -3.541 0.010  -1.476
H -0.754 -4.856 -1.923  0.362
H 0.489 -4.930 -0.682  -0.675
H -0.037 -7.248 -1.476  0.489
H -1.626 -7.033 -0.915  0.488
H -0.192 -9.150 1.764  0.397
H 0.071 -9.318 -0.031  0.373
H -1.479 -9.051 0.564  0.451
H 1.532 -7.166 2.012  0.308
H 1.643 -5.876 0.800  -0.063
H 1.834 -7.502 0.239  0.426
H -1.472 -7.537 3.158  0.346
O 2.926 0.899 -2.229  0.820
C 3.559 0.494 -3.417  -0.618
C 4.628 -0.610 -3.140  -1.078
O 4.040 -1.761 -2.587  0.165
H 2.199 1.497 -2.369  -0.373
H 2.818 0.090 -4.067  0.081
H 4.086 1.351 -3.854  0.691
H 5.429 -0.174 -2.501  0.390
H 5.139 -0.870 -4.126  0.455
H 4.088 -2.389 -3.382  -0.161
O 3.294 -3.872 0.115  -0.225
C 3.770 -4.550 -1.074  0.611
C 5.255 -4.308 -1.267  -0.617
O 5.695 -4.957 -2.450  -0.569
H 3.679 -2.978 0.211  -0.071
H 3.485 -5.582 -0.950  0.608
H 3.240 -4.149 -1.936  -0.586
H 5.655 -4.663 -0.315  0.500
H 5.447 -3.243 -1.366  -0.090
H 6.099 -5.852 -2.379  0.315
O 4.891 -1.508 0.934  -0.209
C 5.395 -1.555 2.314  -0.323
C 5.961 -2.942 2.480  -0.414
O 7.066 -3.196 1.606  -0.594
H 4.745 -0.572 0.752  0.033
H 6.097 -0.775 2.561  0.400
H 4.579 -1.556 3.066  0.236
H 5.165 -3.666 2.366  0.091
H 6.395 -3.013 3.485  0.426
H 6.774 -2.955 0.708  0.318
O 1.216 -3.288 -6.501  -0.602
C 2.368 -2.925 -5.809  -0.305
C 2.887 -4.089 -4.852  0.176
O 4.115 -3.495 -4.439  -0.617
H 0.462 -3.127 -5.912  0.362
H 3.214 -2.817 -6.486  0.426
H 2.356 -2.008 -5.286  -0.023
H 3.008 -4.952 -5.559  0.330
H 2.271 -4.156 -4.002  -0.053
H 4.742 -4.235 -4.081  0.243
O 1.202 -1.378 -2.283  1.932
C 0.766 -1.919 -0.991  1.113
C 0.982 -0.945 0.171  -0.481
O 0.432 0.349 0.015  1.702
H 2.144 -1.426 -2.277  -0.849
H -0.320 -2.246 -1.057  -0.774
H 1.304 -2.866 -0.823  -1.023
H 2.073 -0.845 0.255  -0.249
H 0.626 -1.387 1.107  -0.018
H 0.656 0.604 -0.897  -1.002
C 0.120 0.607 3.398  -0.481
O 0.218 1.792 2.656  -0.034
H -0.671 -0.023 2.908  -0.054
H 1.065 -0.020 3.295  0.128
H -0.151 0.806 4.460  0.329
H 0.200 1.535 1.686  -0.261
C -1.669 -1.132 -4.396  -0.310
O -0.447 -1.854 -4.395  -0.396
H -2.535 -1.702 -4.816  0.377
H -1.927 -0.753 -3.407  -0.241
H -1.674 -0.263 -5.096  0.249
H 0.160 -1.592 -3.642  0.050
C 4.051 2.156 0.970  -0.613
O 4.600 1.200 0.064  -0.676
H 3.284 1.667 1.640  0.149
H 4.822 2.557 1.584  0.526
H 3.606 2.947 0.421  0.213
H 3.886 1.215 -0.674  0.129

Entry 4:
Computed, not measured: a molecular structure, C11H11N3O3V at a distorted geometry, with the ωB97M-V functional and the def2-TZVPD basis.

Net charge ... +1
Frontier orbital gap ... 3.4 eV
E_LUMO ... -8.83 eV
HOMO energy ... -12.191 eV
Calculated total energy ... -1759.0748 Ha

Last column: natural (NBO) charge in e.
Positions of all 29 atoms, in Å:
N 3.651 -1.435 -0.428  -0.830
C 3.531 -0.839 0.902  0.667
O 3.388 -1.627 1.888  -0.576
C 3.597 0.715 1.242  -0.494
C 2.598 1.642 0.393  -0.465
C 1.204 0.971 0.030  0.221
C 0.583 1.257 -1.360  0.022
N -0.663 0.785 -1.848  -0.337
C -1.248 -0.055 -0.849  0.082
C -2.634 -0.719 -1.211  -0.141
C -3.430 -1.634 -0.230  -0.106
C -2.842 -1.940 1.166  -0.238
C -1.471 -1.320 1.519  -0.018
C -0.676 -0.369 0.539  0.110
N 0.561 0.166 1.008  -0.345
H 2.923 -1.039 -1.041  0.365
H 3.364 -2.427 -0.295  0.399
H 4.665 1.063 0.973  0.258
H 3.388 0.887 2.345  0.264
H 2.369 2.565 1.049  0.264
H 3.080 2.079 -0.559  0.240
H 1.182 1.941 -2.066  0.241
H -3.120 -0.551 -2.241  0.245
H -4.445 -2.102 -0.498  0.267
H -3.337 -2.592 1.953  0.272
H -1.015 -1.565 2.537  0.270
O -4.936 2.844 -3.177  -0.714
V -5.053 2.039 -1.646  1.830
O -5.212 1.264 -0.096  -0.757

Repeat the first record exactly.
Computed, not measured: a molecular structure, C24H24Cl2FeN4O4S, with the ωB97M-V functional and the def2-TZVPD basis.

Net charge ... +1
ΔE to the lowest compared entry with this formula, charge and spin ... 0.0 kJ/mol
Frontier orbital gap (spin up / spin down) ... 8.0 / 7.0 eV
E_LUMO (spin up / spin down) ... -3.12 / -4.16 eV
Expectation value of S² ... 8.76
HOMO energy (spin up / spin down) ... -11.121 / -11.127 eV
Calculated total energy ... -4031.0790 Ha
2S+1 ... 6

Last column: Löwdin spin population.
Positions of all 60 atoms, in Å:
Fe 0.538 -1.468 0.713  4.166
C 0.800 4.783 -3.291  0.000
C 1.070 3.823 -2.168  0.001
C 1.668 2.589 -2.404  0.000
C 1.907 1.698 -1.369  0.001
C 1.548 2.053 -0.078  0.001
C 0.977 3.292 0.191  0.001
C 0.735 4.162 -0.855  0.000
S 1.757 0.925 1.253  0.013
O 2.434 1.581 2.321  0.016
O 2.339 -0.310 0.638  0.086
N 0.347 0.305 1.618  0.092
C -0.661 0.570 2.522  0.003
C -0.869 1.682 3.293  0.013
C -1.992 1.742 4.150  -0.001
C -2.885 0.713 4.237  0.010
C -2.686 -0.457 3.462  0.001
C -3.535 -1.585 3.499  0.005
C -3.250 -2.682 2.734  0.002
C -2.107 -2.667 1.921  0.012
N -1.297 -1.631 1.854  0.076
C -1.572 -0.523 2.611  0.005
H 1.154 4.392 -4.243  0.000
H 1.293 5.738 -3.109  0.000
H -0.269 4.983 -3.380  0.000
H 1.957 2.321 -3.414  0.000
H 2.383 0.746 -1.556  0.000
H 0.739 3.577 1.208  0.000
H 0.292 5.129 -0.652  0.000
H -0.166 2.504 3.263  0.001
H -2.135 2.629 4.752  0.000
H -3.739 0.771 4.898  0.001
H -4.407 -1.571 4.141  0.000
H -3.879 -3.560 2.748  0.000
H -1.844 -3.525 1.312  0.000
N 0.891 -2.349 -4.872  0.000
C 0.166 -1.206 -4.845  0.000
O -0.114 -0.580 -5.844  0.000
C -0.297 -0.705 -3.498  0.002
C -1.173 0.376 -3.491  0.001
C -1.611 0.890 -2.284  0.002
C -1.139 0.325 -1.114  0.007
N -0.296 -0.712 -1.114  0.070
C 0.105 -1.226 -2.282  0.006
H 1.200 -2.680 -5.770  0.000
H 1.096 -2.900 -4.061  0.000
H -1.486 0.789 -4.441  0.000
H -2.294 1.726 -2.239  0.000
H -1.425 0.714 -0.145  0.000
H 0.786 -2.063 -2.195  0.000
Cl 3.575 -0.897 4.241  0.000
C 3.241 -2.282 3.233  0.001
Cl 1.481 -2.629 3.113  0.028
H 3.688 -3.163 3.675  0.001
H 3.598 -2.105 2.226  0.000
C 0.666 -4.457 -0.233  0.040
O 0.807 -3.102 0.070  0.313
H -0.280 -4.641 -0.751  0.007
H 0.689 -5.062 0.678  0.007
H 1.484 -4.789 -0.877  0.007